Entry 1:
Molecular formula: H20O10
Method: DFT, the ωB97M-V functional and the def2-TZVPD basis

Last column: Löwdin charge in e.
CARTESIAN COORDINATES (ANGSTROEM)
O 3.900 3.782 -7.542  -0.076
H 4.514 3.034 -7.548  0.025
H 3.557 3.811 -6.628  0.018
O 7.561 2.271 -9.184  -0.060
H 6.680 2.523 -9.523  0.004
H 7.971 1.781 -9.902  0.056
O 1.501 5.442 -5.223  -0.039
H 0.755 5.558 -5.823  0.064
H 1.661 6.320 -4.857  0.066
O 4.313 1.236 -9.923  -0.042
H 3.431 0.866 -9.786  0.079
H 4.391 1.343 -10.879  0.072
O 5.598 3.827 -10.420  -0.048
H 4.766 3.451 -10.094  0.019
H 5.348 4.677 -10.797  0.059
O 1.339 4.815 -9.179  -0.068
H 2.252 4.798 -8.860  -0.014
H 0.982 3.958 -8.927  0.028
O 5.813 -0.182 -8.043  -0.070
H 5.194 0.429 -8.489  -0.003
H 6.191 -0.707 -8.753  0.042
O 6.459 2.208 -6.622  -0.072
H 6.924 2.380 -7.464  -0.003
H 6.411 1.246 -6.563  0.016
O 3.513 3.629 -4.758  -0.063
H 2.829 4.329 -4.705  0.005
H 4.130 3.820 -4.045  0.057
O 3.855 6.588 -7.868  -0.072
H 4.172 6.638 -8.775  0.024
H 4.014 5.663 -7.599  -0.006

The value obtained for the HOMO energy is -0.385 Eh. Its LUMO energy is -0.110 eV. For the energy above the lowest of the compared OMol25 structures with the same formula, charge and spin, the calculation gives 52.6 kcal per mole. The SMILES is O.O.O.O.O.O.O.O.O.O.

***

Entry 2:
Molecular formula: C33H32As2F6N4O13S5W
Method: DFT, the ωB97M-V functional and the def2-TZVPD basis

Last column: Löwdin charge in e.
CARTESIAN COORDINATES (ANGSTROEM)
W 0.284 1.636 0.125  1.369
C 0.325 3.865 4.220  0.021
C -0.137 3.328 2.902  -0.193
N 0.621 2.490 2.227  -0.123
N 1.844 2.296 2.861  0.009
C 2.592 1.415 2.364  -0.946
S 2.097 0.475 0.955  0.768
S 4.220 1.064 2.942  0.960
C 3.846 -0.168 4.256  -0.371
C 3.842 -1.571 3.744  -0.302
C 2.663 -2.161 3.303  -0.068
C 2.687 -3.441 2.773  -0.092
C 3.882 -4.140 2.680  -0.069
C 5.060 -3.557 3.129  -0.059
C 5.038 -2.277 3.655  -0.035
C -1.453 3.783 2.447  -0.122
C -2.369 4.386 3.315  0.018
C -3.552 4.917 2.825  -0.025
C -3.824 4.903 1.465  -0.010
C -2.947 4.292 0.575  0.034
C -1.807 3.707 1.093  -0.298
O -1.000 3.011 0.244  -0.336
H 1.402 3.994 4.244  0.095
H 0.074 3.125 4.987  0.121
H -0.166 4.802 4.446  0.091
H 2.905 0.124 4.717  0.085
H 4.650 -0.005 4.973  0.088
H 1.726 -1.633 3.396  0.074
H 1.766 -3.901 2.445  0.091
H 3.898 -5.141 2.272  0.108
H 5.991 -4.102 3.077  0.113
H 5.959 -1.828 4.003  0.121
H -2.177 4.432 4.375  0.125
H -4.253 5.365 3.513  0.124
H -4.726 5.365 1.091  0.126
H -3.134 4.270 -0.488  0.128
F 0.325 4.128 -4.504  0.233
C 0.324 2.840 -4.508  -0.636
F -0.799 2.355 -4.935  0.231
F 1.382 2.358 -5.078  0.227
S 0.410 2.279 -2.526  0.793
O 1.489 1.485 -1.802  -0.461
O -0.842 1.728 -1.896  -0.428
N 0.550 3.796 -2.040  -0.313
S 1.331 4.355 -0.807  0.713
O 0.729 5.423 -0.107  -0.180
O 1.790 3.161 0.034  -0.472
C 2.947 4.934 -1.526  -0.682
F 3.794 5.157 -0.545  0.196
F 2.693 6.045 -2.189  0.188
F 3.423 4.011 -2.343  0.175
S -1.494 0.628 1.646  0.791
C -0.694 0.321 3.096  -0.700
N -0.191 0.119 4.112  0.157
C 0.923 -1.232 -5.891  0.043
O 0.477 -1.719 -4.601  -0.022
C 0.160 -0.809 -3.704  -0.448
O 0.396 0.371 -3.878  0.002
C -0.438 -1.444 -2.498  -0.221
C -1.186 -2.544 -2.698  -0.275
As -1.773 -3.732 -1.242  1.439
C -3.535 -4.394 -1.781  -0.215
C -2.853 -1.998 -0.275  -0.068
C -1.548 -2.037 0.104  -0.537
As -0.052 -0.922 -0.639  1.224
C 1.520 -2.119 -0.513  -0.241
C -1.083 -2.666 1.404  -0.604
O -0.060 -2.292 1.922  0.026
O -1.901 -3.592 1.839  -0.035
C -1.595 -4.185 3.131  0.030
C -3.395 -1.042 -1.242  -0.566
O -4.088 -1.329 -2.180  0.120
O -3.058 0.230 -0.917  -0.127
C -3.815 1.220 -1.646  -0.009
C -1.721 -2.893 -4.078  -0.542
O -2.432 -2.113 -4.639  0.182
O -1.465 -4.098 -4.586  -0.003
C -0.409 -4.892 -4.035  -0.042
H 1.125 -2.128 -6.469  0.111
H 1.823 -0.635 -5.758  0.105
H 0.122 -0.649 -6.343  0.115
H -3.340 -5.241 -2.449  0.047
H -4.128 -3.618 -2.266  0.041
H -4.015 -4.734 -0.859  0.054
H 1.126 -3.111 -0.769  0.041
H 1.972 -2.143 0.478  -0.012
H 2.264 -1.812 -1.252  0.056
H -2.557 -4.394 3.587  0.106
H -1.013 -3.490 3.732  0.099
H -1.039 -5.105 2.961  0.106
H -3.489 2.176 -1.253  0.066
H -4.878 1.064 -1.464  0.114
H -3.610 1.138 -2.712  0.106
H -0.101 -5.571 -4.826  0.112
H -0.770 -5.491 -3.187  0.074
H 0.439 -4.270 -3.743  0.095

The value obtained for the HOMO energy is -0.484 Eh. Its LUMO energy is -8.473 eV. For the energy above the lowest of the compared OMol25 structures with the same formula, charge and spin, the calculation gives 105.6 kcal per mole. The net charge is +2.

***

Entry 3:
Molecular formula: C8H14BeF6N5O14S6
Method: DFT, the ωB97M-V functional and the def2-TZVPD basis

Last column: Löwdin charge in e.
CARTESIAN COORDINATES (ANGSTROEM)
Be 10.355 -19.530 8.648  0.727
C 9.157 -8.807 10.123  -0.066
C 9.426 -8.662 11.600  -0.161
N 10.050 -9.828 12.286  -0.027
C 10.359 -9.850 13.657  0.015
C 10.891 -11.112 13.923  0.001
N 10.990 -11.826 12.755  -0.106
C 10.462 -11.033 11.783  0.037
C 11.460 -13.150 12.629  0.010
H 9.959 -9.383 9.663  0.077
H 9.136 -7.876 9.557  0.089
H 8.188 -9.265 9.920  0.093
H 8.546 -8.444 12.205  0.132
H 10.079 -7.792 11.663  0.127
H 10.182 -9.024 14.329  0.132
H 11.200 -11.647 14.809  0.136
H 10.368 -11.299 10.740  0.166
H 11.492 -13.572 13.634  0.108
H 12.480 -13.083 12.251  0.117
H 10.907 -13.781 11.933  0.121
N 7.269 -16.061 8.980  -0.258
S 5.904 -15.798 9.692  0.414
O 4.757 -16.628 9.288  -0.307
O 5.684 -14.553 10.370  -0.303
F 6.330 -16.613 11.032  -0.260
S 6.719 -15.085 7.675  0.524
O 6.989 -13.724 7.871  -0.279
O 5.567 -15.548 6.897  -0.288
F 7.855 -15.556 6.592  -0.239
N 9.464 -22.309 4.947  -0.209
S 8.428 -23.299 4.403  0.411
O 8.384 -24.584 5.071  -0.259
O 8.171 -23.154 2.974  -0.253
F 7.232 -22.616 5.130  -0.174
S 10.720 -22.990 4.018  0.585
O 10.842 -22.494 2.646  -0.274
O 11.004 -24.410 4.156  -0.271
F 11.974 -22.311 4.788  -0.205
N 14.647 -17.841 8.039  -0.260
S 16.027 -18.098 8.639  0.427
O 16.324 -17.426 9.924  -0.326
O 17.138 -18.478 7.761  -0.295
F 15.629 -19.530 9.243  -0.230
S 15.178 -16.446 7.173  0.585
O 15.142 -16.590 5.716  -0.297
O 16.158 -15.491 7.710  -0.302
F 13.812 -15.659 7.440  -0.227
C 10.232 -23.919 14.334  0.034
C 10.189 -22.868 13.205  -0.613
O 9.576 -23.113 12.134  0.100
O 10.892 -21.824 13.378  0.057
H 11.166 -23.798 14.883  0.084
H 10.043 -24.963 14.081  0.090
H 9.517 -23.490 15.036  0.091

The value obtained for the HOMO energy is -0.266 Eh. Its LUMO energy is -5.264 eV. The net charge is -1.

***

Entry 4:
Molecular formula: C30H34N7O3PS2Ta
Method: DFT, the ωB97M-V functional and the def2-TZVPD basis

Last column: Löwdin charge in e.
CARTESIAN COORDINATES (ANGSTROEM)
Ta -0.516 0.370 0.131  1.913
O -4.414 -0.815 0.732  0.150
C -3.461 -0.124 0.504  -0.484
N -2.187 -0.329 1.032  -0.162
C -2.180 -1.232 2.184  -0.141
C -0.911 -1.050 2.948  -0.242
C -0.689 -1.671 4.166  0.030
C 0.503 -1.439 4.832  0.017
C 1.442 -0.580 4.266  0.002
C 1.158 -0.004 3.049  -0.091
N 0.004 -0.239 2.400  0.001
C -3.545 1.121 -0.320  -0.200
C -4.774 1.605 -0.722  0.057
C -4.829 2.846 -1.344  0.031
C -3.644 3.546 -1.529  0.007
C -2.451 2.979 -1.119  -0.124
N -2.391 1.781 -0.526  -0.023
H -2.298 -2.272 1.875  0.100
H -3.040 -1.013 2.820  0.156
H -1.446 -2.318 4.589  0.140
H 0.697 -1.914 5.784  0.137
H 2.378 -0.367 4.761  0.132
H 1.855 0.672 2.568  0.117
H -5.653 1.007 -0.520  0.145
H -5.776 3.264 -1.658  0.140
H -3.639 4.525 -1.988  0.134
H -1.513 3.503 -1.259  0.114
O 3.688 -3.456 0.144  0.113
C 4.216 -2.242 0.269  -0.239
C 5.608 -2.151 0.351  0.029
C 6.223 -0.932 0.510  -0.017
C 5.469 0.249 0.591  -0.056
C 4.107 0.185 0.483  -0.042
C 3.447 -1.053 0.310  -0.087
C 2.017 -1.068 0.162  -0.370
O 1.355 0.099 -0.001  -0.338
N 1.308 -2.147 0.130  0.027
N -0.036 -1.947 -0.120  -0.180
C -0.728 -3.065 -0.148  -0.888
S 0.008 -4.570 0.272  1.057
C -1.551 -5.514 0.261  -0.451
C -2.458 -4.927 -0.796  -0.431
S -2.387 -3.108 -0.643  1.006
H 2.719 -3.409 0.122  0.058
H 6.175 -3.071 0.294  0.139
H 7.301 -0.882 0.573  0.128
H 5.965 1.198 0.738  0.117
H 3.514 1.090 0.550  0.098
H -1.989 -5.459 1.257  0.093
H -1.301 -6.550 0.039  0.103
H -3.494 -5.232 -0.656  0.104
H -2.140 -5.189 -1.803  0.096
C -0.705 1.753 -3.603  -0.223
P -0.556 0.229 -2.614  0.772
C 0.909 -0.606 -3.300  -0.217
C -1.952 -0.781 -3.199  -0.241
H -0.532 1.484 -4.646  0.076
H 0.034 2.491 -3.301  0.036
H -1.706 2.171 -3.513  0.044
H 0.717 -0.821 -4.352  0.073
H 1.102 -1.545 -2.778  0.049
H 1.790 0.031 -3.229  0.057
H -2.016 -0.696 -4.285  0.075
H -2.895 -0.445 -2.765  0.046
H -1.794 -1.825 -2.935  0.007
N 1.867 2.502 -1.351  0.153
C 1.222 3.205 -0.367  -0.357
C 1.479 4.575 -0.207  0.021
C 0.848 5.281 0.787  0.007
C -0.044 4.617 1.638  -0.025
C -0.272 3.290 1.421  -0.141
N 0.321 2.576 0.425  -0.031
H 2.625 3.002 -1.793  0.128
H 2.101 1.547 -1.133  0.051
H 2.200 5.049 -0.859  0.134
H 1.054 6.335 0.921  0.138
H -0.542 5.134 2.445  0.129
H -0.966 2.740 2.048  0.115

The value obtained for the HOMO energy is -0.570 Eh. Its LUMO energy is -10.504 eV. For the energy above the lowest of the compared OMol25 structures with the same formula, charge and spin, the calculation gives 21.6 kcal per mole. The net charge is +3.

***

Entry 5:
Molecular formula: C9H10FeN2O4
Method: DFT, the ωB97M-V functional and the def2-TZVPD basis

Last column: Mulliken spin population.
CARTESIAN COORDINATES (ANGSTROEM)
Fe 0.039 0.010 -0.001  3.246
C 0.263 0.437 1.683  -0.002
O 0.029 0.841 2.745  0.000
C 1.674 -0.679 -0.387  0.123
O 2.486 -1.159 -1.066  0.119
C 0.771 1.563 -0.581  -0.012
O 1.255 2.560 -0.916  0.042
C -0.316 -1.729 0.357  0.000
O -0.506 -2.847 0.592  0.046
C 0.812 -1.386 -3.720  0.453
H 0.018 -2.144 -3.701  0.030
H 0.612 -0.416 -4.194  0.030
C 2.025 -1.664 -3.236  0.424
H 2.853 -0.956 -3.309  0.023
H 2.263 -2.637 -2.798  0.022
C -5.042 0.502 0.837  0.002
N -3.983 1.349 0.245  0.233
C -4.374 2.649 -0.328  -0.001
C -2.775 0.922 0.104  0.080
N -1.684 0.537 -0.073  0.096
H -5.997 0.759 0.364  0.004
H -5.106 0.681 1.917  0.013
H -4.810 -0.557 0.672  0.006
H -3.773 3.457 0.108  0.008
H -4.230 2.669 -1.418  0.014
H -5.424 2.810 -0.088  0.001

The value obtained for the HOMO energy (spin up / spin down) is -0.734 / -0.756 Eh. Its LUMO energy (spin up / spin down) is -11.889 / -15.588 eV. The multiplicity is 6. Its expectation value of S² is 8.821. The net charge is +3.

***

Entry 6:
Molecular formula: C29H18Br2N2O2PSr
Method: DFT, the ωB97M-V functional and the def2-TZVPD basis

Last column: Löwdin charge in e.
CARTESIAN COORDINATES (ANGSTROEM)
Sr 0.257 -0.825 -0.107  1.312
O -0.942 0.685 1.808  -0.094
C -1.844 0.398 1.026  -0.427
C -3.304 0.509 1.373  -0.255
C -3.943 1.040 2.485  -0.027
C -5.321 0.916 2.586  -0.090
C -6.043 0.275 1.581  -0.089
C -5.405 -0.254 0.466  -0.068
C -4.023 -0.133 0.365  -0.309
P -2.898 -0.686 -0.993  1.045
C -2.113 -2.266 -0.376  -0.483
C -1.389 -3.012 -1.314  -0.157
C -0.456 -3.962 -0.911  -0.088
C -0.255 -4.209 0.442  -0.083
C -1.013 -3.525 1.383  -0.073
C -1.937 -2.564 0.977  -0.125
C -4.210 -1.529 -2.046  -0.387
C -4.668 -0.809 -3.148  -0.117
C -5.667 -1.305 -3.975  -0.098
C -6.220 -2.551 -3.719  -0.106
C -5.771 -3.289 -2.632  -0.095
C -4.780 -2.779 -1.804  -0.105
H -3.361 1.525 3.259  0.114
H -5.842 1.308 3.451  0.096
H -7.119 0.186 1.672  0.096
H -5.980 -0.745 -0.310  0.097
H -1.510 -2.790 -2.369  0.117
H 0.120 -4.488 -1.661  0.113
H 0.490 -4.927 0.757  0.111
H -0.878 -3.720 2.439  0.114
H -2.491 -2.007 1.722  0.113
H -4.225 0.159 -3.362  0.094
H -6.006 -0.723 -4.823  0.097
H -6.993 -2.948 -4.365  0.095
H -6.197 -4.264 -2.426  0.097
H -4.452 -3.363 -0.951  0.104
Br 4.478 -1.749 3.161  0.711
C 4.032 -0.026 2.505  -0.610
C 4.848 1.055 2.850  -0.195
C 4.556 2.316 2.417  -0.640
Br 5.697 3.753 2.936  0.702
C 3.427 2.558 1.598  -0.193
C 3.048 3.821 1.096  -0.045
C 1.942 3.930 0.302  -0.056
C 1.209 2.772 -0.005  -0.135
N 1.528 1.586 0.447  0.056
C 2.612 1.455 1.247  -0.136
C 2.881 0.103 1.722  -0.450
O 2.100 -0.851 1.420  -0.278
H 5.717 0.881 3.470  0.086
H 3.642 4.690 1.343  0.070
H 1.632 4.886 -0.098  0.098
H 0.338 2.832 -0.649  0.110
N 3.127 -0.245 -2.661  -0.171
C 2.212 -0.481 -1.986  -0.462

The value obtained for the HOMO energy is -0.159 Eh. Its LUMO energy is 2.284 eV. For the energy above the lowest of the compared OMol25 structures with the same formula, charge and spin, the calculation gives 20.8 kcal per mole. The net charge is -1.

***

Entry 7:
Molecular formula: C4H7N2
Method: DFT, the ωB97M-V functional and the def2-TZVPD basis

Last column: Löwdin charge in e.
CARTESIAN COORDINATES (ANGSTROEM)
C 0.112 -1.905 1.361  0.032
N 0.887 -2.171 0.407  0.154
C 0.660 -0.683 0.569  -0.205
N -0.174 -0.064 -0.444  -0.022
C -0.947 1.148 -0.219  -0.018
C 0.234 1.185 -1.056  -0.032
H -0.558 -2.202 2.165  0.132
H 1.618 -0.315 0.875  0.137
H -0.472 -0.776 -1.200  0.249
H -0.879 1.731 0.707  0.153
H -1.983 1.136 -0.519  0.138
H 0.345 1.235 -2.065  0.104
H 1.156 1.680 -0.581  0.177

The value obtained for the HOMO energy is -0.543 Eh. Its LUMO energy is -3.451 eV. For the energy above the lowest of the compared OMol25 structures with the same formula, charge and spin, the calculation gives 116.7 kcal per mole. The SMILES is C1=N[C@H]1[NH+]1CC1. The net charge is +1.

***

Entry 8:
Molecular formula: C6H12O
Method: DFT, the ωB97M-V functional and the def2-TZVPD basis

Last column: Löwdin charge in e.
CARTESIAN COORDINATES (ANGSTROEM)
C 1.449 0.856 -0.734  -0.036
C 0.720 -0.615 0.994  0.015
C -0.469 -0.398 0.185  -0.717
C -0.683 -1.412 -0.916  -0.034
C -1.218 -0.676 1.406  0.072
C -0.280 0.989 -0.341  -0.282
O -0.471 1.974 0.641  -0.031
H 1.754 1.862 -0.486  0.049
H 1.432 0.642 -1.794  0.042
H 2.354 0.248 -0.399  0.089
H 1.083 0.204 1.607  0.090
H 1.412 -1.444 0.854  0.092
H 0.062 -1.281 -1.706  0.081
H -0.597 -2.433 -0.528  0.091
H -1.683 -1.290 -1.343  0.089
H -1.388 0.111 2.136  0.063
H -1.970 -1.484 1.425  0.076
H -0.935 1.229 -1.212  0.150
H -0.732 2.800 0.216  0.102

The value obtained for the HOMO energy is -0.290 Eh. Its LUMO energy is 0.836 eV. For the energy above the lowest of the compared OMol25 structures with the same formula, charge and spin, the calculation gives 109.3 kcal per mole.

***

Number 1: total energy -764.3981 hartree. Number 2: total energy -9601.8563 hartree. Number 3: total energy -4642.9376 hartree. Number 4: total energy -2966.6461 hartree. Number 5: total energy -2021.6733 hartree. Number 6: total energy -6896.1172 hartree. Number 7: total energy -265.7224 hartree. Number 8: total energy -310.8850 hartree.